Entry 1:
{"formula": "C2H6N2O2", "method": "ωB97M-V/def2-TZVPD", "species": ["C", "C", "O", "N", "N", "O", "H", "H", "H", "H", "H", "H"], "positions_angstrom": [[0.85, 1.55, -0.51], [0.06, 0.29, -0.68], [-0.68, 0.04, -1.62], [0.26, -0.64, 0.35], [-0.87, -1.57, 0.45], [0.27, -0.21, 1.69], [1.91, 1.32, -0.37], [0.52, 2.04, 0.41], [0.71, 2.19, -1.37], [-0.88, -1.12, 1.53], [-0.56, -2.53, 0.37], [-1.59, -1.35, -0.25]], "mol_weight_g_mol": 90.082, "max_force_ev_per_a": 0.53, "smiles": "CC(=O)N([NH3+])[O-]", "relative_energy_kj_mol": 431.6, "total_charge": 0, "gap_ha": 0.332}



Entry 2:
{"formula": "C23H28N3O7Ru", "method": "ωB97M-V/def2-TZVPD", "species": ["Ru", "C", "C", "N", "O", "C", "C", "N", "O", "H", "H", "H", "H", "H", "H", "H", "C", "C", "C", "O", "C", "O", "O", "H", "H", "H", "H", "H", "H", "H", "C", "C", "C", "C", "C", "C", "N", "C", "C", "C", "C", "C", "C", "C", "O", "O", "C", "C", "H", "H", "H", "H", "H", "H", "H", "H", "H", "H", "H", "H", "H", "H"], "positions_angstrom": [[-0.20, 0.09, 0.01], [-4.45, -0.37, -0.43], [-2.97, -0.48, -0.36], [-2.26, 0.39, 0.27], [-2.96, 1.41, 0.85], [-2.21, -1.52, -1.08], [-2.81, -2.74, -1.68], [-0.93, -1.30, -1.17], [-0.14, -2.08, -1.82], [-4.73, 0.66, -0.64], [-4.90, -0.64, 0.52], [-4.86, -1.02, -1.21], [-2.25, 2.10, 0.95], [-3.80, -2.94, -1.27], [-2.16, -3.59, -1.48], [-2.89, -2.66, -2.76], [2.68, -2.84, -0.27], [2.23, -1.54, 0.36], [3.41, -0.78, 0.94], [1.61, -0.69, -0.65], [1.20, -1.83, 1.48], [1.40, -2.65, 2.33], [0.09, -1.07, 1.49], [3.46, -2.64, -1.01], [1.85, -3.36, -0.76], [3.08, -3.49, 0.51], [4.17, -0.65, 0.17], [3.83, -1.33, 1.78], [3.10, 0.20, 1.28], [1.19, -1.34, -1.31], [2.03, -0.74, 6.85], [2.85, -0.03, 5.81], [4.23, -0.20, 5.80], [5.02, 0.40, 4.83], [4.44, 1.21, 3.88], [3.06, 1.40, 3.88], [2.50, 2.19, 2.85], [1.63, 3.24, 3.01], [1.71, 4.04, 4.16], [0.91, 5.16, 4.29], [0.02, 5.52, 3.28], [-0.09, 4.71, 2.17], [0.68, 3.56, 2.02], [0.35, 2.64, 0.90], [-0.81, 2.71, 0.42], [1.15, 1.73, 0.48], [2.24, 0.77, 4.83], [0.75, 0.90, 4.74], [2.68, -1.25, 7.56], [1.37, -1.48, 6.40], [1.40, -0.05, 7.41], [4.69, -0.83, 6.56], [6.10, 0.25, 4.84], [5.03, 1.71, 3.13], [2.56, 1.84, 1.91], [2.42, 3.78, 4.93], [1.00, 5.77, 5.17], [-0.58, 6.42, 3.37], [-0.81, 4.94, 1.39], [0.39, 1.85, 5.14], [0.25, 0.10, 5.28], [0.43, 0.84, 3.70]], "mol_weight_g_mol": 559.561, "s2": 0.7668, "max_force_ev_per_a": 1.41, "relative_energy_kj_mol": 92.8, "spin_multiplicity": 2, "total_charge": 0, "gap_ha": [0.248, 0.225]}



Entry 3:
{"formula": "C35H42BF4N3S2SiTa", "method": "ωB97M-V/def2-TZVPD", "species": ["Ta", "C", "N", "C", "C", "N", "C", "C", "C", "C", "C", "C", "C", "S", "C", "C", "C", "C", "C", "C", "S", "H", "H", "H", "H", "H", "H", "H", "H", "H", "H", "H", "H", "H", "H", "H", "H", "H", "H", "C", "Si", "C", "N", "C", "C", "C", "C", "C", "C", "C", "C", "C", "C", "C", "C", "C", "C", "C", "C", "C", "H", "H", "H", "H", "H", "H", "H", "H", "H", "H", "H", "H", "H", "H", "H", "H", "H", "H", "H", "H", "H", "H", "H", "H", "F", "B", "F", "F", "F"], "positions_angstrom": [[0.30, 0.46, 0.83], [3.65, 0.30, 2.49], [2.26, 0.56, 2.93], [1.89, -0.51, 3.88], [0.42, -0.79, 3.84], [-0.02, -1.39, 2.55], [0.80, -2.57, 2.19], [-1.41, -1.79, 2.78], [-1.71, -2.91, 3.54], [-3.03, -3.27, 3.75], [-4.06, -2.50, 3.22], [-3.75, -1.37, 2.47], [-2.42, -1.02, 2.25], [-2.06, 0.38, 1.28], [2.23, 1.84, 3.63], [3.10, 2.11, 4.68], [3.07, 3.33, 5.33], [2.16, 4.30, 4.92], [1.29, 4.04, 3.88], [1.33, 2.81, 3.23], [0.18, 2.56, 1.94], [4.31, 0.19, 3.35], [4.00, 1.14, 1.89], [3.69, -0.61, 1.90], [2.15, -0.24, 4.90], [2.47, -1.40, 3.63], [-0.16, 0.13, 3.99], [0.17, -1.48, 4.66], [1.00, -3.19, 3.07], [1.75, -2.27, 1.77], [0.26, -3.16, 1.46], [-0.92, -3.52, 3.97], [-3.26, -4.15, 4.34], [-5.09, -2.77, 3.38], [-4.54, -0.76, 2.04], [3.81, 1.36, 5.01], [3.76, 3.53, 6.14], [2.12, 5.26, 5.43], [0.57, 4.79, 3.56], [-0.43, 1.75, -0.69], [-0.80, 1.04, -2.40], [-1.47, -0.64, -1.98], [-0.68, -1.45, -1.02], [-1.57, -2.53, -0.45], [-1.19, -3.96, -0.84], [-0.99, -4.06, -2.34], [0.12, -3.10, -2.79], [0.48, -2.08, -1.71], [0.66, 1.14, -3.53], [0.85, 0.20, -4.54], [1.92, 0.29, -5.42], [2.81, 1.35, -5.31], [2.63, 2.32, -4.33], [1.56, 2.21, -3.45], [-2.21, 2.03, -3.14], [-3.46, 1.48, -3.43], [-4.48, 2.26, -3.95], [-4.27, 3.61, -4.19], [-3.04, 4.17, -3.90], [-2.02, 3.39, -3.39], [-1.37, 2.20, -0.34], [0.31, 2.55, -0.76], [-1.72, -1.25, -2.87], [-2.42, -0.41, -1.49], [-2.58, -2.35, -0.80], [-1.59, -2.44, 0.63], [-2.00, -4.61, -0.51], [-0.29, -4.29, -0.32], [-1.93, -3.82, -2.84], [-0.75, -5.09, -2.63], [-0.17, -2.59, -3.71], [1.03, -3.65, -3.03], [1.08, -1.30, -2.15], [1.09, -2.57, -0.94], [0.16, -0.63, -4.66], [2.06, -0.45, -6.19], [3.65, 1.43, -5.99], [3.31, 3.15, -4.24], [1.44, 2.97, -2.68], [-3.64, 0.42, -3.26], [-5.44, 1.81, -4.17], [-5.07, 4.22, -4.59], [-2.87, 5.23, -4.09], [-1.05, 3.85, -3.19], [2.26, 1.38, -0.14], [2.91, 0.18, -0.58], [1.99, -0.74, 0.30], [4.19, 0.07, -0.20], [2.69, -0.11, -1.87]], "mol_weight_g_mol": 864.714, "max_force_ev_per_a": 1.41, "relative_energy_kj_mol": 112.0, "total_charge": 1, "gap_ha": 0.237}



Entry 4:
{"formula": "C10H19Cl2NOTb", "method": "ωB97M-V/def2-TZVPD", "species": ["Tb", "Cl", "Cl", "C", "H", "H", "C", "C", "H", "C", "H", "C", "H", "H", "C", "H", "H", "C", "H", "H", "H", "H", "C", "N", "C", "C", "O", "H", "H", "H", "H", "H", "H", "H"], "positions_angstrom": [[-2.48, -0.84, -0.14], [-2.29, -1.54, 2.20], [-4.39, -1.12, -1.64], [1.09, -1.24, -0.78], [0.79, -0.53, -1.55], [0.37, -2.07, -0.65], [1.67, -0.62, 0.48], [2.50, -1.45, -0.56], [1.75, 0.47, 0.44], [2.98, -2.83, -0.18], [3.17, -0.86, -1.18], [2.15, -3.45, 0.95], [2.98, -3.49, -1.06], [4.03, -2.77, 0.13], [2.09, -2.52, 2.15], [1.14, -3.67, 0.60], [2.60, -4.41, 1.24], [1.44, -1.16, 1.85], [1.54, -3.02, 2.97], [3.10, -2.33, 2.52], [0.36, -1.23, 2.06], [1.83, -0.42, 2.57], [-3.72, 3.23, -0.75], [-2.27, 3.31, -0.98], [-1.68, 4.53, -1.53], [-1.50, 2.28, -0.76], [-1.99, 1.15, -0.43], [-4.13, 4.20, -1.05], [-3.94, 3.06, 0.32], [-4.17, 2.42, -1.34], [-0.75, 4.78, -1.00], [-1.44, 4.41, -2.60], [-2.41, 5.34, -1.42], [-0.42, 2.39, -0.87]], "mol_weight_g_mol": 399.099, "s2": 12.5745, "max_force_ev_per_a": 4.90, "relative_energy_kj_mol": 90.1, "spin_multiplicity": 7, "total_charge": -1, "gap_ha": [0.130, 0.233]}



Entry 5:
{"formula": "C33H41IN2PRhS3SbSi2", "method": "ωB97M-V/def2-TZVPD", "species": ["Rh", "S", "Sb", "S", "S", "I", "C", "C", "C", "C", "C", "C", "C", "C", "C", "P", "C", "C", "C", "C", "C", "C", "C", "C", "C", "C", "C", "C", "C", "H", "H", "H", "H", "H", "H", "H", "H", "H", "H", "H", "H", "H", "H", "H", "H", "C", "Si", "C", "C", "C", "Si", "C", "C", "C", "H", "H", "H", "H", "H", "H", "H", "H", "H", "H", "H", "H", "H", "H", "H", "H", "H", "H", "H", "C", "N", "C", "C", "N", "C", "H", "H", "H", "H", "H", "H"], "positions_angstrom": [[0.07, 0.68, -0.50], [-1.32, 1.81, -7.01], [-2.89, 1.59, -5.42], [-1.93, 1.30, -2.00], [-1.33, 2.49, -3.46], [2.54, -0.40, -1.24], [2.50, -1.97, 0.15], [3.60, -1.98, 0.96], [3.81, -3.05, 1.87], [2.93, -4.08, 1.89], [1.77, -4.07, 1.06], [0.90, -5.19, 1.13], [-0.24, -5.22, 0.39], [-0.57, -4.11, -0.41], [0.23, -3.00, -0.52], [-0.55, -1.53, -1.34], [-2.34, -1.82, -1.09], [-3.24, -1.90, -2.15], [-4.61, -1.96, -1.91], [-5.09, -1.93, -0.61], [-4.20, -1.84, 0.45], [-2.84, -1.78, 0.21], [-0.30, -1.81, -3.12], [0.21, -0.80, -3.92], [0.38, -0.99, -5.29], [0.03, -2.21, -5.86], [-0.49, -3.23, -5.07], [-0.64, -3.03, -3.70], [1.49, -2.98, 0.19], [4.32, -1.18, 0.91], [4.68, -3.05, 2.50], [3.08, -4.92, 2.55], [1.17, -6.01, 1.78], [-0.90, -6.07, 0.43], [-1.52, -4.13, -0.93], [-2.89, -1.90, -3.17], [-5.30, -2.01, -2.74], [-6.16, -1.97, -0.43], [-4.57, -1.80, 1.47], [-2.16, -1.67, 1.04], [0.44, 0.17, -3.50], [0.77, -0.19, -5.90], [0.15, -2.35, -6.92], [-0.77, -4.17, -5.51], [-1.04, -3.84, -3.10], [3.10, 2.88, 1.01], [1.65, 3.61, 0.05], [2.12, 3.65, -1.76], [1.57, 5.40, 0.65], [-0.02, 2.82, 0.18], [-1.22, 3.16, 1.54], [-2.69, 1.98, 1.47], [-1.91, 4.89, 1.34], [-0.51, 3.05, 3.29], [3.05, 3.13, 2.08], [4.01, 3.36, 0.62], [3.23, 1.81, 0.91], [3.10, 4.09, -1.94], [1.38, 4.22, -2.32], [2.13, 2.64, -2.20], [2.53, 5.91, 0.51], [1.32, 5.45, 1.71], [0.81, 5.95, 0.10], [-0.51, 3.22, -0.72], [-3.39, 2.29, 0.69], [-3.23, 1.95, 2.42], [-2.37, 0.96, 1.24], [-2.23, 5.06, 0.31], [-1.17, 5.65, 1.58], [-2.78, 5.05, 1.99], [-0.48, 2.02, 3.65], [-1.14, 3.62, 3.97], [0.50, 3.46, 3.35], [2.38, 0.42, 4.63], [1.50, -0.12, 3.61], [0.81, -1.31, 3.66], [0.10, -1.37, 2.50], [0.33, -0.24, 1.75], [1.18, 0.48, 2.45], [2.12, -0.01, 5.59], [2.25, 1.50, 4.68], [3.42, 0.19, 4.41], [0.89, -1.99, 4.48], [-0.55, -2.17, 2.17], [1.55, 1.45, 2.17]], "mol_weight_g_mol": 1000.622, "s2": 8.7735, "max_force_ev_per_a": 1.33, "relative_energy_kj_mol": 128.4, "spin_multiplicity": 6, "total_charge": 0, "gap_ha": [0.189, 0.204]}



Entry 6:
{"formula": "C4H3N2", "method": "ωB97M-V/def2-TZVPD", "species": ["C", "C", "C", "C", "N", "N", "H", "H", "H"], "positions_angstrom": [[0.70, -0.51, 3.61], [0.10, 0.41, 2.74], [0.24, 0.39, 1.49], [0.23, -0.72, -1.15], [1.34, -1.17, 4.30], [0.67, -0.99, -0.06], [-0.24, 1.49, 2.90], [-0.39, 0.18, -1.48], [0.44, -1.64, -1.72]], "mol_weight_g_mol": 79.082, "max_force_ev_per_a": 4.07, "relative_energy_kj_mol": 444.1, "total_charge": 1, "gap_ha": [0.277, 0.277]}



Entry 7:
{"formula": "C3H7N3OS", "method": "ωB97M-V/def2-TZVPD", "species": ["C", "N", "C", "O", "N", "N", "C", "S", "H", "H", "H", "H", "H", "H", "H"], "positions_angstrom": [[1.62, -0.85, 0.40], [0.69, -1.05, -0.68], [-0.72, -0.93, -0.64], [-1.41, -1.61, -1.45], [-1.30, -0.18, 0.42], [-0.65, 1.00, 0.81], [-0.67, 2.03, 0.00], [-1.39, 1.86, -1.40], [1.35, -1.36, 1.36], [2.48, -1.34, -0.14], [1.72, 0.30, 0.26], [0.70, -1.90, -1.26], [-2.32, 0.03, 0.30], [-0.14, 1.09, 1.67], [0.03, 2.91, 0.35]], "mol_weight_g_mol": 133.176, "max_force_ev_per_a": 4.62, "smiles": "CNC(=O)NNC=S", "relative_energy_kj_mol": 252.3, "total_charge": 0, "gap_ha": 0.337}



Entry 8:
{"formula": "C27H32F3N5OPReS", "method": "ωB97M-V/def2-TZVPD", "species": ["Re", "C", "C", "N", "C", "C", "C", "S", "N", "C", "O", "C", "C", "C", "C", "C", "C", "H", "H", "H", "H", "H", "H", "H", "H", "H", "H", "H", "H", "H", "H", "H", "C", "N", "C", "N", "C", "N", "C", "P", "C", "C", "H", "H", "H", "H", "H", "H", "H", "H", "H", "H", "H", "H", "H", "F", "C", "F", "F", "C", "C", "C", "C", "C", "C", "C", "C", "H", "H", "H", "H"], "positions_angstrom": [[-0.07, 0.02, 0.23], [-3.94, 1.73, 3.88], [-3.85, 0.20, 3.78], [-2.54, -0.32, 4.13], [-2.28, -0.66, 5.52], [-1.49, 0.43, 6.23], [-1.56, -0.40, 3.25], [-1.99, 0.20, 1.59], [-0.40, -0.88, 3.61], [0.70, -1.19, 2.96], [0.79, -1.20, 1.66], [1.87, -1.61, 3.70], [3.11, -1.71, 3.04], [4.24, -2.08, 3.73], [4.15, -2.39, 5.09], [2.93, -2.30, 5.75], [1.80, -1.92, 5.07], [-4.94, 2.03, 3.59], [-3.23, 2.20, 3.21], [-3.76, 2.07, 4.89], [-4.09, -0.09, 2.75], [-4.59, -0.25, 4.44], [-1.70, -1.59, 5.53], [-3.23, -0.82, 6.02], [-0.56, 0.63, 5.71], [-1.25, 0.09, 7.24], [-2.07, 1.34, 6.31], [3.17, -1.46, 1.99], [5.19, -2.14, 3.23], [5.03, -2.70, 5.62], [2.88, -2.52, 6.81], [0.85, -1.85, 5.58], [-0.38, -5.04, -2.34], [-1.61, -4.17, -2.59], [-2.62, -4.50, -1.50], [-2.05, -4.31, -0.22], [-0.87, -5.13, -0.03], [0.12, -4.81, -1.04], [0.74, -3.52, -0.85], [-0.51, -2.14, -0.97], [-1.26, -2.72, -2.59], [-1.83, -2.93, 0.12], [0.37, -4.82, -3.10], [-0.69, -6.08, -2.44], [-2.01, -4.41, -3.50], [-2.91, -5.55, -1.62], [-3.50, -3.87, -1.63], [-1.14, -6.19, -0.10], [-0.46, -4.96, 0.97], [1.52, -3.38, -1.61], [1.23, -3.50, 0.13], [-0.55, -2.53, -3.40], [-2.17, -2.14, -2.81], [-2.77, -2.37, 0.01], [-1.53, -2.86, 1.17], [3.27, 7.96, 3.91], [1.95, 7.76, 3.94], [1.59, 7.63, 5.22], [1.36, 8.85, 3.46], [1.58, 6.52, 3.13], [1.94, 6.46, 1.78], [1.68, 5.32, 1.05], [1.03, 4.22, 1.66], [0.64, 4.32, 3.02], [0.92, 5.46, 3.75], [0.76, 3.01, 1.04], [0.46, 1.88, 0.64], [2.42, 7.31, 1.32], [1.96, 5.27, 0.01], [0.14, 3.49, 3.48], [0.62, 5.54, 4.78]], "mol_weight_g_mol": 748.829, "s2": 0.8490, "max_force_ev_per_a": 4.84, "relative_energy_kj_mol": 215.3, "spin_multiplicity": 2, "total_charge": 3, "gap_ha": [0.203, 0.185]}



Question: Which formula does entry 2 have?
Answer: C23H28N3O7Ru